29
Properties=species:S:1:pos:R:3 method="wB97M-V/def2-TZVPD" homo_lumo_gap_ev=8.56 multiplicity=1 charge=+1 de_lowest_kcal_mol=78.3
C -0.72285 1.61236 -0.94308
H -2.88200 1.88810 1.08746
H -0.95644 -2.20316 -2.33664
H -2.10439 -3.22893 1.05789
C 0.64621 1.49716 -1.11404
N -0.09528 -1.28513 -0.65160
N -1.53855 -3.06845 0.21383
C 0.80247 2.04633 1.18481
O -2.68695 1.73063 0.13961
H 0.02313 -0.65610 1.83612
H -0.88386 2.60505 2.30529
H 0.71529 -2.97852 -1.72634
H 1.18875 1.37564 -2.01731
H -2.12227 -3.36621 -0.55119
C -0.58318 2.13592 1.40394
C 2.84691 0.94765 0.13150
C 0.03316 -2.04441 -1.89280
H -1.51158 1.52559 -1.78313
H 0.57055 -0.74878 -0.42373
H 2.87173 -0.08902 -0.35713
H 0.42594 -1.30271 -2.63890
C -1.37575 1.94467 0.21715
H 3.28656 1.46306 0.93667
C -0.78968 -1.83601 0.37271
H -0.92924 -1.82530 2.44817
H 1.44249 2.39913 2.09578
N -0.65034 -1.33028 1.64477
C 1.41386 1.49441 0.06105
H 3.56533 1.29729 -0.70084


31
Properties=species:S:1:pos:R:3 method="wB97M-V/def2-TZVPD" homo_lumo_gap_ev=8.55 multiplicity=1 smiles="NN[C@@](P)(C(=O)O)[C@H](N)C1=CC=CCC1" de_lowest_kcal_mol=50.3
C -2.70194 1.16767 0.70489
N 1.37489 -1.02677 1.29069
H -0.74406 2.01988 0.14744
C -3.53399 0.15093 0.57030
C -1.58922 -1.25708 -0.47162
H -3.56083 -1.89098 -0.28845
H -1.27131 -1.80495 0.41836
H -4.48611 -0.07199 0.97441
H 1.78705 1.12771 -2.38606
H -3.52067 -0.53802 -1.42706
H -3.14941 1.87782 1.33702
H 0.88191 -0.92926 -1.38296
P 1.68581 1.49656 1.62057
H 0.28643 1.30724 1.74074
H 3.05949 1.83008 -0.20540
O 3.71950 1.10279 -0.36237
C 3.09296 -0.02284 -0.25624
H 0.98680 -2.70096 0.46079
H -1.24058 -1.58339 -1.50211
C -1.38612 1.16016 0.17612
C -3.11222 -0.89205 -0.39128
O 3.47722 -1.00660 -0.84313
N 0.85317 1.03376 -1.88476
C 1.74944 0.01459 0.45318
H 1.26396 -0.66798 2.27383
H 1.50744 2.70448 0.82170
H 0.57043 2.04018 -1.76226
N 1.72216 -2.42189 1.04101
H 2.51690 -2.39048 0.45368
C -0.83744 0.10917 -0.39438
C 0.59835 0.06222 -0.92667


31
Properties=species:S:1:pos:R:3 method="wB97M-V/def2-TZVPD" homo_lumo_gap_ev=8.68 multiplicity=1 charge=+1 de_lowest_kcal_mol=72.5
C -3.08553 -0.60763 -1.33963
H 2.53029 -0.36659 -1.84419
N -0.75857 1.40091 1.36348
C 1.48809 -0.26452 1.07271
H 3.71215 0.32498 -0.58557
H -0.08839 2.25777 1.22668
C -4.65346 0.09454 0.87062
H 1.22362 1.58286 -1.12325
H -5.30432 0.28081 1.71996
H -5.97950 0.80397 -0.70358
C -5.02344 0.21262 -0.50742
N -4.35029 -0.23902 -1.57528
H -2.97434 -0.23744 2.02100
H 0.81760 -0.01358 -1.58341
C -2.54127 -0.67658 -0.05495
O -0.53996 -1.75109 -1.24503
H -0.48637 1.16068 -1.35851
O -0.56281 -1.94818 1.22108
S -0.90934 -1.26459 0.04581
C -3.34183 -0.27268 1.05908
H -0.59535 0.90903 2.33297
H 3.24617 -1.54676 0.97816
H -2.49917 -1.10916 -2.17965
N 0.21225 0.18000 0.26500
H 1.11658 -0.89607 1.85490
H 3.99311 -1.10087 -1.30342
C 3.18758 -0.50429 -0.95704
C 0.46702 0.76309 -0.94636
H 1.72010 -2.03435 -0.03992
C 2.41888 -1.17062 0.22375
H 1.85605 0.70118 1.44894


30
Properties=species:S:1:pos:R:3 method="wB97M-V/def2-TZVPD" homo_lumo_gap_ev="6.12 / 6.22" multiplicity=3
O -1.51454 -3.37222 -1.19982
N -1.60536 -2.28154 -0.75617
H -2.09133 0.49617 -2.02241
H -4.29582 -0.54017 -0.75201
H 5.16541 -1.71439 -0.42809
N 2.01432 0.93698 -0.24432
H 0.43096 2.29638 0.20473
C 1.57239 2.27825 -0.04337
H -0.76594 0.50291 1.43779
C -3.86701 -0.30678 0.15474
C -2.38464 0.06994 -0.03418
H 5.41394 -0.45385 0.64270
H -1.58958 1.74216 -1.10327
N 3.29450 0.61372 0.08903
H -3.36077 1.42569 -1.27323
H 2.26960 2.63732 0.71611
C 3.43604 -0.71826 0.17953
P 1.02477 -0.42431 -0.55299
H -2.02073 1.70506 1.47318
C -1.65774 -1.19662 -0.35675
C 2.30619 -1.42123 -0.18311
C -2.36236 1.10769 -1.16526
C 4.75370 -1.24099 0.43114
C -1.87059 0.60192 1.26720
H 4.73557 -2.06539 1.24252
H -2.27817 -0.01071 2.08716
H -4.58426 0.31948 0.60094
H 2.04150 -2.51258 -0.18969
H 1.72203 2.72021 -0.98342
H -3.93211 -1.19478 0.76133